# H42O21

21 unconnected molecules or ions with the total composition H42O21 (the ωB97M-V functional and the def2-TZVPD basis, the OMol25 dataset).

## Properties
DFT total energy ... -43680.994 eV
ΔE to the lowest compared entry with this formula, charge and spin ... 111.18 kcal/mol
HOMO level ... -10.078 eV
Gap between HOMO and LUMO ... 9.32 eV

Last column: natural (NBO) charge in e.
Atoms and positions in Å:
O  1.5621  3.6570  4.2638  -0.96
H  1.0972  3.4809  3.4458  0.47
H  2.4010  4.0265  3.9882  0.46
O  2.0249  -1.6604  3.4642  -0.97
H  1.8673  -2.2225  2.7057  0.48
H  2.5260  -0.9227  3.1164  0.47
O  -3.2502  -1.4152  2.0611  -0.98
H  -2.4070  -1.0764  1.7604  0.49
H  -3.7173  -0.6446  2.3837  0.49
O  0.6486  -0.2742  -1.7590  -1.01
H  1.4471  0.2027  -1.9852  0.50
H  0.6620  -1.0465  -2.3244  0.51
O  2.8391  1.3668  -2.4173  -0.96
H  3.4741  0.8155  -2.8745  0.50
H  2.7286  2.1284  -2.9865  0.48
O  3.6484  1.0021  2.7719  -0.95
H  3.5847  1.8400  2.3136  0.48
H  4.4495  1.0728  3.2910  0.47
O  -1.6412  1.8935  0.3215  -1.01
H  -1.2990  2.0052  -0.5654  0.49
H  -2.5524  2.1815  0.2652  0.50
O  -4.2899  -3.1696  3.9895  -0.96
H  -4.0430  -2.6587  3.2186  0.49
H  -4.4431  -2.5158  4.6717  0.46
O  2.2518  4.5659  1.2855  -0.96
H  2.0445  4.6301  0.3532  0.46
H  1.5809  3.9828  1.6408  0.49
O  0.3697  2.6877  2.1096  -0.98
H  -0.4021  2.8494  1.5669  0.51
H  0.0747  2.0541  2.7636  0.50
O  3.3969  -1.7737  -0.7595  -0.96
H  3.9171  -2.1467  -0.0478  0.50
H  2.9689  -1.0113  -0.3699  0.49
O  2.9619  -1.9440  -3.3613  -1.01
H  2.1842  -2.5008  -3.3227  0.49
H  3.1713  -1.7604  -2.4455  0.48
O  -1.0289  -0.9406  -4.7558  -0.96
H  -0.5699  -0.1168  -4.9196  0.49
H  -1.5310  -1.0987  -5.5552  0.49
O  2.8972  -4.8843  -0.6607  -0.95
H  2.9916  -4.2627  -1.3825  0.47
H  2.6101  -4.3503  0.0800  0.48
O  1.1027  -2.8928  1.0427  -0.98
H  0.3245  -3.3411  1.3738  0.49
H  0.7799  -2.0443  0.7391  0.50
O  -4.2064  1.0535  2.8111  -0.96
H  -4.5425  1.6206  3.5051  0.49
H  -4.5544  1.4310  2.0032  0.49
O  -4.3259  2.5950  -0.1966  -0.96
H  -4.7185  1.9907  -0.8267  0.49
H  -4.8405  3.3977  -0.2814  0.49
O  0.3855  -2.7463  -3.2443  -0.99
H  -0.0714  -3.5853  -3.1852  0.49
H  -0.1168  -2.2442  -3.8861  0.50
O  -0.2926  -0.3773  0.8599  -1.01
H  -0.9021  0.3487  0.9928  0.50
H  0.1149  -0.1964  0.0129  0.49
O  -3.5907  -1.0782  -3.2732  -0.94
H  -2.6685  -1.3228  -3.1960  0.48
H  -3.6077  -0.4231  -3.9709  0.46
O  -0.8628  2.0330  -2.1520  -0.96
H  -0.4158  1.2743  -1.7768  0.50
H  -0.1975  2.4614  -2.6907  0.48

***

# H42O21

21 unconnected molecules or ions with the total composition H42O21 (the ωB97M-V functional and the def2-TZVPD basis, the OMol25 dataset).

## Properties
DFT total energy ... -43678.518 eV
ΔE to the lowest compared entry with this formula, charge and spin ... 168.27 kcal/mol
HOMO level ... -10.479 eV
Gap between HOMO and LUMO ... 9.97 eV

Last column: natural (NBO) charge in e.
Atoms and positions in Å:
O  -2.0816  -1.6824  4.0824  -0.98
H  -1.3605  -1.9785  4.6306  0.51
H  -2.6181  -2.2846  3.5761  0.49
O  -0.4552  -2.0146  -1.1183  -0.95
H  0.2605  -2.0147  -0.4655  0.50
H  -1.2739  -1.9510  -0.6268  0.47
O  -2.4350  -3.8346  0.4739  -0.96
H  -3.2953  -4.2080  0.2848  0.50
H  -2.2988  -2.9164  0.2814  0.47
O  0.4328  2.6218  -1.7003  -0.99
H  1.1043  3.2981  -1.5827  0.49
H  0.2925  2.5000  -2.6475  0.52
O  -2.7551  3.1222  -0.4912  -1.00
H  -2.2990  2.3410  -0.1589  0.50
H  -3.1409  3.7160  0.1508  0.49
O  0.3040  0.9995  -4.0228  -1.00
H  -0.3819  0.3275  -4.1211  0.50
H  1.2226  0.7859  -4.1808  0.49
O  0.8484  -3.9201  -2.3954  -0.96
H  0.6029  -4.1508  -3.3008  0.46
H  0.0772  -3.3694  -2.1473  0.49
O  -1.5104  2.6210  2.6878  -0.94
H  -0.9284  3.0744  2.0604  0.46
H  -1.4964  1.7509  2.2690  0.48
O  2.6464  4.2679  1.7543  -0.93
H  2.2887  4.8774  1.1048  0.47
H  2.6756  3.4407  1.2626  0.47
O  0.2772  4.3274  0.1947  -0.99
H  -0.0001  5.1004  0.6948  0.49
H  -0.3332  4.2132  -0.5481  0.50
O  4.2817  -2.9649  -0.2786  -0.96
H  4.0634  -2.1241  -0.6979  0.49
H  3.7823  -2.9679  0.5433  0.47
O  -0.3981  -3.1332  2.0212  -1.01
H  0.3654  -3.2551  1.4486  0.49
H  -1.0804  -3.8122  1.9192  0.51
O  -0.9918  1.0813  0.2051  -0.98
H  -0.3928  0.4971  -0.2756  0.49
H  -0.5548  1.9540  0.1151  0.50
O  -1.0378  -1.1495  -5.2442  -0.94
H  -0.3964  -1.7387  -4.8419  0.48
H  -1.7390  -0.8642  -4.6555  0.48
O  1.9083  -1.4828  1.2659  -0.97
H  1.9565  -0.9429  0.4633  0.50
H  0.9973  -1.2335  1.4612  0.46
O  -4.1766  1.2002  -2.0003  -0.94
H  -3.4415  1.8330  -1.8920  0.48
H  -3.8334  0.5312  -1.3902  0.45
O  2.6387  0.9677  -1.0821  -1.02
H  1.8507  1.2414  -1.5633  0.50
H  3.0188  1.4082  -0.3217  0.52
O  3.5405  0.7336  2.0305  -0.97
H  3.2820  -0.1155  2.4035  0.49
H  3.6193  1.2910  2.8140  0.48
O  -3.1624  -0.0690  2.0489  -0.98
H  -2.7725  -0.2951  2.9146  0.49
H  -3.8306  0.5492  2.3549  0.47
O  -0.0154  -0.4207  3.3764  -0.94
H  0.4977  -1.2312  3.4106  0.47
H  -0.6062  -0.4830  2.6227  0.47
O  2.5018  -1.3171  -1.6717  -0.98
H  2.0393  -0.4993  -1.9385  0.48
H  2.2065  -2.0457  -2.2406  0.49

***

# H42O21

21 unconnected molecules or ions with the total composition H42O21 (the ωB97M-V functional and the def2-TZVPD basis, the OMol25 dataset).

## Properties
DFT total energy ... -43676.498 eV
ΔE to the lowest compared entry with this formula, charge and spin ... 214.85 kcal/mol
HOMO level ... -9.725 eV
Gap between HOMO and LUMO ... 9.64 eV

Last column: natural (NBO) charge in e.
Atoms and positions in Å:
O  3.4303  0.7919  1.5444  -0.95
H  4.2489  0.3699  1.8810  0.49
H  3.1769  1.3811  2.3121  0.48
O  -1.3266  0.0293  -1.8801  -0.97
H  -1.8875  -0.7870  -1.9391  0.50
H  -2.0820  0.4207  -2.3550  0.46
O  0.3384  -2.9386  0.9071  -0.99
H  0.4728  -2.1340  1.4509  0.50
H  0.9815  -2.9462  0.2179  0.47
O  1.9792  3.5684  2.2684  -0.96
H  2.1764  2.7613  1.7356  0.48
H  1.3211  4.0633  1.8057  0.48
O  -1.8016  -1.2252  0.3326  -0.99
H  -2.6719  -0.9061  0.6193  0.50
H  -1.9786  -2.1835  0.5426  0.46
O  -3.0802  -2.1601  -2.3624  -0.97
H  -3.0212  -3.0622  -2.0993  0.50
H  -3.7050  -2.0746  -3.1472  0.49
O  4.2940  -0.3112  -1.1289  -0.99
H  4.2240  -1.2964  -1.1611  0.46
H  3.7122  -0.1900  -1.9803  0.48
O  1.5800  -0.8928  4.4254  -0.95
H  1.2532  0.0623  4.4552  0.47
H  1.0532  -1.2610  5.1627  0.47
O  0.8483  -1.2266  -1.2122  -0.97
H  1.2678  -0.7526  -1.9296  0.49
H  0.0744  -1.4900  -1.6647  0.48
O  0.2293  -0.3745  1.2463  -0.99
H  1.1163  -0.1421  0.9696  0.47
H  0.0589  -0.5827  0.2964  0.52
O  -2.1516  3.6188  1.4125  -0.95
H  -3.1070  3.6081  1.2407  0.47
H  -2.0739  3.2430  2.3485  0.48
O  -4.4196  -2.3294  1.4952  -0.98
H  -3.7916  -2.9124  1.0662  0.48
H  -4.3617  -2.1415  2.4600  0.51
O  2.0381  -3.1057  -3.2876  -0.94
H  2.0090  -2.6642  -2.4756  0.47
H  2.9455  -2.7167  -3.4515  0.46
O  -2.4959  3.5914  -1.4824  -0.96
H  -3.2428  3.9394  -2.0078  0.47
H  -2.2108  4.2676  -0.8480  0.49
O  -3.4453  0.5438  0.4199  -0.96
H  -4.2939  0.8826  0.2874  0.47
H  -2.7898  0.9834  -0.1708  0.51
O  1.1516  2.9239  -3.2664  -0.99
H  0.9672  3.6849  -3.7892  0.48
H  0.4323  2.4890  -2.7798  0.50
O  -1.9484  -1.2589  3.2974  -0.96
H  -1.6845  -1.1741  2.3958  0.49
H  -1.1105  -0.9877  3.6272  0.46
O  0.2476  1.5140  5.0199  -0.95
H  -0.6216  1.8501  5.1367  0.48
H  0.3672  1.3201  4.0592  0.47
O  3.2072  1.9566  -0.7765  -1.05
H  3.7654  2.5519  -1.2426  0.49
H  3.5159  1.1195  -0.2249  0.56
O  -0.5687  -3.7618  -2.9587  -0.97
H  0.2380  -4.2108  -2.9537  0.50
H  -0.5942  -2.7950  -2.9376  0.48
O  2.4265  0.0866  -2.9362  -1.00
H  2.4339  0.9218  -2.2781  0.54
H  2.8841  0.4511  -3.7126  0.50

***

# H42O21

21 unconnected molecules or ions with the total composition H42O21 (the ωB97M-V functional and the def2-TZVPD basis, the OMol25 dataset).

## Properties
DFT total energy ... -43667.510 eV
ΔE to the lowest compared entry with this formula, charge and spin ... 42.26 kcal/mol
HOMO level (spin up / spin down) ... -13.149 / -13.146 eV
Spin multiplicity ... 2
Total charge ... +1
Gap between HOMO and LUMO (spin up / spin down) ... 9.96 / 2.54 eV

Last column: Mulliken spin population.
Atoms and positions in Å:
O  2.4108  3.6724  0.0570  0.07
H  2.6634  3.4764  0.9700  0.00
H  2.0844  2.8033  -0.2178  0.00
O  -1.0460  3.8821  -1.3081  0.00
H  -0.7953  4.5148  -1.9872  0.00
H  -0.2341  3.4850  -0.9812  0.00
O  -3.6937  2.2648  -1.3932  0.00
H  -3.7643  3.2114  -1.1762  0.00
H  -2.6930  2.3335  -1.3957  0.00
O  1.1804  1.5605  0.7314  0.10
H  0.2182  1.5211  0.6354  0.00
H  1.2504  1.6087  1.7275  0.00
O  -1.1623  -2.2424  2.7945  0.08
H  -0.4044  -1.9444  2.2506  0.00
H  -0.7123  -2.8535  3.3945  0.00
O  3.0253  0.7586  -1.0863  0.00
H  3.4390  -0.0841  -1.3840  0.00
H  3.2698  1.4471  -1.7160  0.00
O  3.4062  -0.5357  3.5064  0.00
H  2.6114  -0.0005  3.3508  0.00
H  3.1634  -1.0805  4.2911  0.00
O  0.2313  -1.5841  0.4650  0.00
H  1.0759  -1.3882  0.0350  0.00
H  -0.4031  -1.8977  -0.1890  0.00
O  4.6801  0.3210  1.3434  0.00
H  4.3193  0.6609  0.5171  0.00
H  4.2918  0.6563  2.1492  0.00
O  0.5507  0.4744  3.7345  0.00
H  0.1346  0.6096  2.8456  0.00
H  0.0429  -0.3485  3.8948  0.00
O  -0.9169  0.3964  1.6499  0.38
H  -0.2938  -0.1163  0.9488  -0.02
H  -1.8264  0.4814  1.3029  0.00
O  0.1403  -0.1948  -2.0378  0.00
H  0.4423  0.3391  -2.8292  0.00
H  1.1027  -0.3405  -1.9390  0.00
O  -3.5924  -1.7613  -2.8709  0.00
H  -4.2897  -1.3460  -2.3631  0.00
H  -3.2784  -2.5815  -2.4901  0.00
O  1.0531  -1.2484  -4.4764  0.00
H  0.9650  -2.2160  -4.5401  0.00
H  1.4954  -1.3734  -3.6243  0.00
O  3.4055  -1.8069  0.7548  0.00
H  4.1941  -1.4545  1.2574  0.00
H  2.8186  -1.2611  1.3020  0.00
O  -2.5621  1.9628  -4.0945  0.00
H  -3.2162  1.2520  -4.0500  0.00
H  -3.0439  2.6217  -3.5710  0.00
O  -3.7235  -1.5507  2.6076  0.39
H  -3.0381  -1.2058  3.1963  -0.01
H  -3.5207  -2.4884  2.4195  -0.01
O  -3.4508  1.4870  1.0860  0.05
H  -3.8412  1.5659  0.1727  0.00
H  -3.5065  2.3695  1.4713  0.00
O  -2.7608  -4.0266  -0.0226  0.00
H  -3.5456  -3.9453  -0.5828  0.00
H  -2.5284  -3.0785  -0.0899  0.00
O  2.6916  -3.7336  2.6607  0.00
H  2.6978  -4.1376  1.7908  0.00
H  3.1963  -2.9221  2.7190  0.00
O  0.1848  1.7970  -3.9486  0.00
H  -0.7861  1.7383  -3.7612  0.00
H  -0.0312  1.3828  -4.8120  0.00